[1]
A molecular structure, C32H54ClNbO28P at a distorted geometry. Source: the Open Molecules 2025 dataset; level of theory: the ωB97M-V functional and the def2-TZVPD basis.

Output
Frontier orbital gap, eV: 6.97
LUMO, eV: 1.7
E_tot, hartree: -4216.8710
ΔE to the lowest compared entry with this formula, charge and spin, eV: 7.555
HOMO energy, eV: -5.243
Charge: -1

Cartesian coordinates (Å):
C (-2.57403, -1.18377, 0.14218)
C (-2.54200, 0.26395, -0.62891)
C (-1.02309, 0.95602, -0.53494)
O (-0.74118, 1.11506, 0.90084)
Nb (1.33716, 1.33782, 1.26465)
C (0.98754, 0.61533, 3.39076)
C (0.30488, 1.86496, 4.22784)
C (3.55231, 1.73251, 1.56309)
C (4.10350, 1.61637, 3.09973)
C (4.73681, 0.11294, 3.46931)
Cl (6.03825, -0.44369, 2.25088)
P (1.84640, -1.10137, 0.62007)
O (0.61607, -1.86758, -0.01152)
O (3.23937, -1.10994, -0.45249)
O (2.23335, -1.94078, 2.13612)
H (-3.65085, -1.48790, 0.48880)
H (-2.13534, -1.99047, -0.61399)
H (-1.87336, -1.23950, 1.09501)
H (-3.29561, 0.97170, -0.04302)
H (-2.94381, 0.21287, -1.73198)
H (-0.20946, 0.34889, -1.11681)
H (-1.11845, 2.00563, -1.09281)
H (1.52988, 1.78482, -0.50316)
H (0.99638, 3.09357, 1.69182)
H (1.90135, 0.11681, 3.92377)
H (0.14264, -0.22600, 3.33185)
H (0.90455, 2.84946, 3.93777)
H (-0.82740, 2.00643, 3.88659)
H (0.38532, 1.69902, 5.38327)
H (4.13764, 1.06559, 0.77737)
H (3.75364, 2.85738, 1.21896)
H (3.35349, 1.98823, 3.92799)
H (5.04043, 2.35171, 3.17282)
H (5.31914, 0.28641, 4.49681)
H (3.91374, -0.68762, 3.69453)
H (3.81152, -1.90615, -0.21412)
H (1.32027, -2.19827, 2.50627)
C (5.67474, 6.19386, 2.77503)
C (6.23547, 5.65370, 4.05048)
O (5.09800, 5.54239, 4.88468)
C (4.01182, 5.44351, 4.06364)
O (2.88602, 5.16501, 4.44138)
O (4.35003, 5.69585, 2.76541)
H (6.22613, 5.84573, 1.89730)
H (5.64099, 7.28831, 2.76334)
H (6.68017, 4.66091, 3.92438)
H (6.97828, 6.32208, 4.49451)
C (8.90897, 4.21434, -0.73197)
C (10.25295, 4.83982, -0.54366)
O (9.96859, 5.99991, 0.21493)
C (8.79209, 5.76878, 0.86768)
O (8.33556, 6.48860, 1.74011)
O (8.19412, 4.62715, 0.41760)
H (8.96111, 3.12342, -0.78504)
H (8.39387, 4.58993, -1.62230)
H (10.93475, 4.20154, 0.02822)
H (10.72590, 5.10373, -1.49357)
C (-6.51403, -2.02860, 3.29270)
C (-5.90308, -3.23906, 3.92080)
O (-4.54870, -3.16639, 3.51768)
C (-4.28782, -1.85606, 3.23727)
O (-3.17456, -1.40593, 3.02342)
O (-5.43458, -1.11557, 3.22844)
H (-7.33355, -1.61859, 3.88928)
H (-6.87482, -2.22142, 2.27696)
H (-5.94860, -3.21062, 5.01461)
H (-6.36302, -4.16697, 3.56995)
C (2.27913, -3.61109, -2.82955)
C (1.10013, -4.24782, -2.16809)
O (0.22346, -4.50958, -3.24747)
C (0.99163, -4.58442, -4.37352)
O (0.58663, -4.96420, -5.45953)
O (2.27161, -4.17999, -4.12541)
H (3.21698, -3.83440, -2.31360)
H (2.17214, -2.52504, -2.91969)
H (1.35486, -5.19527, -1.68151)
H (0.62731, -3.58791, -1.43555)
C (-2.68719, -4.49039, -8.38551)
C (-1.70394, -3.75405, -7.53461)
O (-2.22211, -2.43775, -7.50342)
C (-3.55956, -2.53150, -7.76053)
O (-4.34949, -1.60941, -7.64456)
O (-3.89749, -3.79134, -8.16312)
H (-2.78639, -5.53964, -8.09420)
H (-2.43969, -4.43851, -9.45094)
H (-1.66305, -4.14245, -6.51149)
H (-0.69635, -3.76436, -7.95923)
C (3.46116, -5.25098, 2.75920)
C (2.28216, -5.88771, 3.42066)
O (1.40549, -6.14946, 2.34128)
C (2.17366, -6.22431, 1.21523)
O (1.76866, -6.60408, 0.12921)
O (3.45364, -5.81987, 1.46334)
H (4.39901, -5.47428, 3.27515)
H (3.35418, -4.16492, 2.66906)
H (2.53689, -6.83515, 3.90724)
H (1.80934, -5.22780, 4.15320)
C (-5.82635, 1.35569, -6.87142)
C (-6.10213, 1.84866, -8.25487)
O (-6.80430, 3.05739, -8.03569)
C (-6.46038, 3.49582, -6.78944)
O (-6.74803, 4.59331, -6.34172)
O (-5.75212, 2.54667, -6.11050)
H (-4.88913, 0.79603, -6.80787)
H (-6.63882, 0.73541, -6.47871)
H (-5.18471, 2.06837, -8.81107)
H (-6.70908, 1.14684, -8.83342)
C (-8.50003, 1.90244, 3.72641)
C (-8.99387, 2.32077, 2.37952)
O (-8.84497, 1.14931, 1.60003)
C (-8.85325, 0.09325, 2.46509)
O (-8.91503, -1.07612, 2.12384)
O (-8.78442, 0.51649, 3.76109)
H (-9.01363, 2.42400, 4.53871)
H (-7.42008, 2.04458, 3.83864)
H (-10.05126, 2.60549, 2.39177)
H (-8.40911, 3.14350, 1.95898)

Results of the Mulliken charge analysis, in e, for atoms 1 through 99: C -0.26; C -0.53; C -0.10; O -0.68; Nb -0.62; C -0.39; C -0.71; C -0.53; C 0.10; C -0.44; Cl -0.26; P 0.86; O -0.46; O -0.56; O -0.34; H 0.11; H 0.08; H 0.06; H 0.22; H 0.25; H 0.15; H 0.22; H 0.06; H 0.04; H 0.18; H 0.20; H 0.12; H 0.27; H 0.28; H 0.21; H 0.34; H 0.21; H -0.12; H 0.39; H 0.10; H 0.28; H 0.19; C 0.10; C -0.32; O -0.35; C 0.61; O -0.56; O -0.31; H 0.00; H 0.29; H 0.26; H 0.31; C -0.32; C -0.35; O -0.33; C 0.64; O -0.53; O -0.25; H 0.29; H 0.27; H 0.26; H 0.29; C -0.22; C -0.37; O -0.30; C 0.55; O -0.54; O -0.23; H 0.24; H 0.28; H 0.25; H 0.31; C -0.13; C 0.40; O -0.34; C 0.58; O -0.61; O -0.36; H 0.27; H 0.21; H 0.02; H 0.01; C -0.29; C -0.16; O -0.28; C 0.62; O -0.55; O -0.31; H 0.28; H 0.25; H 0.20; H 0.24; C 0.10; C -0.38; O -0.30; C 0.70; O -0.60; O -0.32; H 0.29; H -0.06; H 0.29; H 0.31; C -0.11; C -0.30

[2]
C4H12N2S in the gas phase at a distorted geometry. Source: the Open Molecules 2025 dataset; level of theory: the ωB97M-V functional and the def2-TZVPD basis.

Output
Frontier orbital gap, eV: 8.95
LUMO, eV: 0.8
E_tot, hartree: -667.2382
Structure (SMILES): NCCNCCS
ΔE to the lowest compared entry with this formula, charge and spin, eV: 1.541
HOMO energy, eV: -8.145

Cartesian coordinates (Å):
N (-2.46657, 0.27450, -2.72309)
C (-2.27969, 0.16259, -1.25713)
C (-0.77184, 0.20192, -0.86619)
N (-0.39605, -0.73349, 0.19824)
C (0.86215, -1.37748, 0.34707)
C (2.05851, -0.34220, 0.68438)
S (1.41756, 0.83279, 1.86305)
H (-1.57547, 0.48056, -3.14081)
H (-2.93998, -0.50583, -3.14508)
H (-2.75053, 1.02301, -0.77556)
H (-2.88174, -0.69687, -0.92876)
H (-0.00006, 0.07538, -1.64660)
H (-0.66142, 1.19629, -0.43652)
H (-0.88444, -0.54427, 1.06756)
H (0.67851, -2.09852, 1.14410)
H (1.13807, -1.80607, -0.63825)
H (2.26373, 0.06151, -0.30392)
H (2.82008, -1.01335, 1.11734)
H (2.33619, 1.50636, 2.58353)

Mulliken analysis output, partial charges in e: N -0.55; C -0.37; C -0.58; N -0.32; C -0.81; C -0.42; S -0.27; H 0.22; H 0.22; H 0.22; H 0.32; H 0.33; H 0.27; H 0.28; H 0.41; H 0.29; H 0.29; H 0.38; H 0.11

[3]
C24H27ClN4O5S in the gas phase at a distorted geometry. Source: the Open Molecules 2025 dataset; level of theory: the ωB97M-V functional and the def2-TZVPD basis.

Output
Frontier orbital gap, eV: 8.62
LUMO, eV: 0.5
E_tot, hartree: -2384.3106
Structure (SMILES): COc1ccc(N(CC(=O)N2CCN(c3cccc(Cl)c3)CC2)S(=O)(=O)c2c(C)noc2C)cc1
HOMO energy, eV: -8.137

Cartesian coordinates (Å):
C (4.11305, 4.32836, 2.27799)
O (3.59159, 3.61746, 1.18186)
C (2.52754, 2.79160, 1.39023)
C (2.05465, 2.10701, 0.27121)
C (0.98749, 1.24001, 0.36949)
C (0.35673, 1.03305, 1.59540)
N (-0.75216, 0.17923, 1.73914)
C (-1.63267, -0.06517, 0.62545)
C (-1.11806, -1.16922, -0.29429)
O (0.00700, -1.61800, -0.17047)
N (-1.97783, -1.66185, -1.21591)
C (-3.23636, -1.07638, -1.61912)
C (-3.11228, -0.66817, -3.11267)
N (-1.72934, -0.46326, -3.47065)
C (-1.08911, 0.71881, -3.13106)
C (-1.73539, 1.76032, -2.45412)
C (-1.07502, 2.93941, -2.16386)
C (0.24335, 3.13392, -2.53017)
C (0.87636, 2.11811, -3.22699)
Cl (2.51535, 2.33064, -3.73832)
C (0.23368, 0.93602, -3.53608)
C (-1.00445, -1.72163, -3.44541)
C (-1.45377, -2.56286, -2.22447)
S (-0.77299, -1.02799, 2.90138)
O (-0.24581, -0.50041, 4.12457)
O (-2.11848, -1.52912, 2.91258)
C (0.31356, -2.32488, 2.39859)
C (0.00367, -3.62817, 1.91660)
C (-1.33496, -4.20766, 1.65992)
N (1.10884, -4.29118, 1.71404)
O (2.14811, -3.47876, 2.03640)
C (1.68235, -2.29740, 2.44935)
C (2.62648, -1.23804, 2.86291)
C (0.81448, 1.73289, 2.70630)
C (1.89442, 2.59291, 2.61217)
H (4.94759, 4.90613, 1.88368)
H (4.47779, 3.65345, 3.05904)
H (3.37125, 5.01087, 2.70529)
H (2.54785, 2.26496, -0.67409)
H (0.66160, 0.71669, -0.51342)
H (-2.58823, -0.36807, 1.06049)
H (-1.74694, 0.86734, 0.06316)
H (-4.03302, -1.81884, -1.49454)
H (-3.46881, -0.21784, -0.99505)
H (-3.69521, 0.22609, -3.32874)
H (-3.48901, -1.47153, -3.75216)
H (-2.76483, 1.66814, -2.14806)
H (-1.59854, 3.71874, -1.63075)
H (0.76315, 4.04602, -2.29045)
H (0.76391, 0.19611, -4.11275)
H (0.06236, -1.52831, -3.36586)
H (-1.19575, -2.27113, -4.37370)
H (-2.24076, -3.27197, -2.49194)
H (-0.60762, -3.10364, -1.80082)
H (-2.05648, -3.78026, 2.35100)
H (-1.29282, -5.28856, 1.75970)
H (-1.64708, -3.96309, 0.64531)
H (3.54606, -1.68812, 3.22882)
H (2.86327, -0.59790, 2.01308)
H (2.16137, -0.63061, 3.63548)
H (0.32742, 1.58581, 3.65517)
H (2.22144, 3.10992, 3.50008)

Mulliken analysis output, partial charges in e: C -0.92; O -0.48; C 0.85; C -0.98; C 0.67; C -0.57; N 0.36; C -1.76; C 1.15; O -0.66; N 0.04; C -0.68; C -1.07; N -0.02; C 0.80; C -0.35; C -0.56; C -0.66; C 0.12; Cl -0.22; C -0.63; C -0.98; C -0.76; S 1.32; O -0.74; O -0.72; C 0.79; C 0.44; C -1.18; N -0.77; O -0.18; C 0.30; C -1.20; C -0.69; C -0.64; H 0.25; H 0.36; H 0.35; H 0.50; H 0.17; H 0.46; H 0.62; H 0.35; H 0.51; H 0.51; H 0.36; H 0.27; H 0.39; H 0.40; H 0.63; H 0.40; H 0.30; H 0.48; H 0.37; H 0.32; H 0.48; H 0.08; H 0.45; H 0.19; H 0.32; H 0.60; H 0.43

[4]
7 unconnected molecules or ions with the total composition C21H32O21S at a distorted geometry. Source: the Open Molecules 2025 dataset; level of theory: the ωB97M-V functional and the def2-TZVPD basis.

Output
Frontier orbital gap, eV: 9.56
LUMO, eV: -0.1
E_tot, hartree: -2797.3570
Structure (SMILES): CCOS(C)(=O)=O.O=C1OCCO1.O=C1OCCO1.O=C1OCCO1.O=C1OCCO1.O=C1OCCO1.O=C1OCCO1
ΔE to the lowest compared entry with this formula, charge and spin, eV: 7.264
HOMO energy, eV: -9.657

Cartesian coordinates (Å):
C (-1.15727, 6.65269, 1.59729)
C (-0.97327, 5.26969, 2.34529)
O (-0.47427, 4.28369, 1.50329)
S (-0.22327, 2.81469, 2.19929)
C (-1.70327, 2.08769, 2.26129)
O (0.54873, 2.12069, 1.17629)
O (0.18073, 3.02269, 3.54329)
H (-0.23327, 6.97869, 1.08729)
H (-1.31227, 7.42369, 2.32629)
H (-2.15827, 6.59069, 1.12929)
H (-0.41227, 5.44069, 3.38329)
H (-1.89027, 4.98869, 3.02029)
H (-1.53227, 1.14069, 2.06129)
H (-2.29227, 2.57169, 1.49529)
H (-2.12927, 2.24769, 3.18929)
O (-0.17027, 0.23469, -5.94671)
C (-0.46827, -0.89931, -5.43871)
O (-1.62927, -1.33231, -5.51571)
C (-1.75527, -2.67731, -5.05471)
C (-0.31827, -2.92331, -4.38571)
O (0.35573, -1.65231, -4.79771)
H (-2.77527, -2.85731, -4.22071)
H (-2.05027, -3.26231, -5.88071)
H (0.12773, -3.77931, -5.07671)
H (-0.15727, -3.14031, -3.20071)
O (-2.01927, 3.30769, -1.33171)
C (-1.25327, 3.26569, -2.33071)
O (-1.52427, 3.74769, -3.48271)
C (-0.67127, 3.05669, -4.44071)
C (0.46073, 2.58069, -3.68671)
O (-0.01927, 2.76569, -2.33071)
H (-1.10827, 2.21969, -5.07771)
H (-0.40127, 3.76669, -5.08771)
H (1.32673, 3.30169, -3.84471)
H (0.65873, 1.54469, -3.95871)
O (-0.87927, -2.54231, 3.11129)
C (-0.37527, -2.05231, 4.09529)
O (0.52673, -1.09131, 4.02229)
C (0.68573, -0.56131, 5.25729)
C (-0.06727, -1.62031, 6.21129)
O (-0.73327, -2.42731, 5.35129)
H (1.72473, -0.51531, 5.55129)
H (0.24273, 0.39569, 5.52429)
H (-0.86527, -1.03331, 6.69229)
H (0.60573, -2.14831, 6.92929)
O (2.38173, -3.64331, -1.17971)
C (1.57073, -4.20131, -0.41471)
O (1.82673, -4.92131, 0.58329)
C (0.68273, -5.24831, 1.42129)
C (-0.39127, -4.60831, 0.55829)
O (0.33573, -4.08931, -0.59971)
H (0.51073, -6.37831, 1.62429)
H (0.92273, -4.68531, 2.38529)
H (-1.20727, -3.97231, 1.10329)
H (-1.03127, -5.58431, 0.08329)
O (-3.73127, 0.18269, -1.58371)
C (-2.53227, -0.08031, -1.29071)
O (-2.21727, -0.42531, -0.05371)
C (-0.84927, -0.72531, -0.05971)
C (-0.32027, -0.41831, -1.51571)
O (-1.47827, -0.16431, -2.14671)
H (-0.51527, -0.08731, 0.88929)
H (-0.91427, -1.82531, 0.21329)
H (0.38073, -1.36131, -1.74871)
H (0.41573, 0.45169, -1.56071)
O (3.56973, 1.03869, -1.84971)
C (3.54273, 0.25669, -0.80671)
O (2.48673, 0.16969, -0.14171)
C (2.69673, -0.68531, 0.87929)
C (4.09973, -1.11031, 0.78529)
O (4.47473, -0.50531, -0.43171)
H (2.51773, -0.15731, 1.78729)
H (2.07673, -1.58331, 1.00029)
H (4.18873, -2.13731, 0.50129)
H (4.79473, -0.80731, 1.59429)

Mulliken analysis output, partial charges in e: C -1.21; C -0.26; O -0.17; S 1.17; C -0.71; O -0.50; O -0.75; H 0.32; H 0.41; H 0.29; H 0.26; H 0.30; H 0.11; H 0.33; H 0.46; O -0.74; C 0.85; O -0.31; C -0.38; C 0.20; O -0.30; H 0.23; H 0.33; H 0.32; H -0.11; O -0.61; C 0.68; O -0.37; C -0.43; C 0.09; O -0.24; H 0.13; H 0.46; H 0.32; H 0.02; O -0.49; C 0.48; O -0.05; C -0.35; C -0.42; O -0.34; H 0.34; H 0.24; H 0.29; H 0.29; O -0.64; C 0.70; O -0.39; C -0.07; C -0.29; O -0.14; H 0.27; H 0.08; H 0.22; H 0.30; O -0.67; C 0.45; O -0.39; C 1.39; C 0.94; O -0.27; H -0.56; H -0.86; H -0.09; H -0.11; O -0.72; C 0.55; O 0.04; C 0.30; C -0.34; O -0.33; H 0.20; H -0.23; H 0.25; H 0.26